6 unconnected molecules or ions with the total composition C28H80Cl4N12O4P4 in a non-equilibrium geometry. Source: OMol25; level of theory: ωB97M-V with the def2-TZVPD basis set.

Last columns: bonded neighbours and bond lengths (Å).
Positions of all 132 atoms, in Å:
1 C 4.7272 2.7050 -3.6154  N2 1.450, H12 1.097, H13 1.102, H14 1.086
2 N 4.7786 2.3947 -5.0312  C1 1.450, C3 1.440, P4 1.643
3 C 5.6709 1.3264 -5.4000  N2 1.440, H15 1.095, H16 1.100, H17 1.090
4 P 4.2182 3.4836 -6.1265  N2 1.643, O5 1.471, N6 1.650, N9 1.653
5 O 3.5471 4.6099 -5.4590  P4 1.471
6 N 5.4590 3.9761 -7.0961  P4 1.650, C7 1.455, C8 1.469
7 C 6.0826 3.1353 -8.1070  N6 1.455, H18 1.090, H19 1.092, H20 1.094
8 C 6.1139 5.2549 -6.7920  N6 1.469, H21 1.091, H22 1.086, H23 1.091
9 N 3.2319 2.5857 -7.1023  P4 1.653, C10 1.432, C11 1.446
10 C 2.7159 1.3075 -6.7152  N9 1.432, H24 1.086, H25 1.096, H26 1.104
11 C 2.6341 3.2283 -8.2515  N9 1.446, H27 1.093, H28 1.102, H29 1.089
12 H 5.7221 2.6546 -3.1570  C1 1.097
13 H 4.1375 1.9443 -3.0781  C1 1.102
14 H 4.2958 3.6860 -3.4409  C1 1.086
15 H 5.4997 0.4606 -4.7522  C3 1.095
16 H 6.7238 1.6284 -5.3032  C3 1.100
17 H 5.5347 1.0093 -6.4338  C3 1.090
18 H 5.3581 2.4044 -8.4662  C7 1.090
19 H 6.3521 3.7462 -8.9715  C7 1.092
20 H 6.9736 2.6233 -7.7322  C7 1.094
21 H 6.4012 5.3176 -5.7416  C8 1.091
22 H 6.9732 5.3696 -7.4463  C8 1.086
23 H 5.4088 6.0657 -6.9811  C8 1.091
24 H 2.9727 1.0591 -5.6901  C10 1.086
25 H 1.6256 1.2805 -6.8279  C10 1.096
26 H 3.0294 0.4525 -7.3399  C10 1.104
27 H 1.5874 2.9347 -8.3640  C11 1.093
28 H 3.1113 2.9353 -9.2003  C11 1.102
29 H 2.7051 4.3135 -8.2004  C11 1.089
30 C 0.7078 10.4494 -0.2172  N31 1.461, H41 1.087, H42 1.092, H43 1.097
31 N 0.5879 9.2097 -0.9809  C30 1.461, C32 1.457, P33 1.649
32 C -0.6794 9.0292 -1.6770  N31 1.457, H44 1.088, H45 1.094, H46 1.090
33 P 1.9800 8.5032 -1.5119  N31 1.649, O34 1.473, N35 1.663, N38 1.653
34 O 2.8180 9.2318 -2.4796  P33 1.473
35 N 2.8154 8.1848 -0.1091  P33 1.663, C36 1.457, C37 1.456
36 C 2.1577 7.7375 1.1119  N35 1.457, H47 1.086, H48 1.087, H49 1.102
37 C 4.1569 8.7189 0.0819  N35 1.456, H50 1.091, H51 1.101, H52 1.088
38 N 1.4445 7.0688 -2.1357  P33 1.653, C39 1.460, C40 1.439
39 C 2.2161 6.4632 -3.2169  N38 1.460, H53 1.093, H54 1.084, H55 1.097
40 C 0.5865 6.1420 -1.4472  N38 1.439, H56 1.105, H57 1.097, H58 1.084
41 H 1.7331 10.5751 0.1197  C30 1.087
42 H -0.0326 10.4591 0.5858  C30 1.092
43 H 0.4338 11.2857 -0.8713  C30 1.097
44 H -0.5551 8.9776 -2.7571  C32 1.088
45 H -1.3288 9.8817 -1.4553  C32 1.094
46 H -1.2542 8.1827 -1.3001  C32 1.090
47 H 1.4719 6.9200 0.9069  C36 1.086
48 H 2.8907 7.4993 1.8785  C36 1.087
49 H 1.5574 8.5576 1.5375  C36 1.102
50 H 4.2226 9.2878 1.0107  C37 1.091
51 H 4.9020 7.9093 0.1248  C37 1.101
52 H 4.4624 9.2649 -0.8087  C37 1.088
53 H 1.5033 5.8694 -3.7956  C39 1.093
54 H 2.6308 7.2349 -3.8555  C39 1.084
55 H 3.0061 5.8051 -2.8359  C39 1.097
56 H 1.1489 5.3269 -0.9558  C40 1.105
57 H -0.0777 5.6404 -2.1625  C40 1.097
58 H -0.0035 6.6306 -0.6800  C40 1.084
59 C -0.9763 -0.8112 -4.7865  N60 1.449, H70 1.097, H71 1.090, H72 1.094
60 N -1.7540 -1.6085 -5.7126  C59 1.449, C61 1.428, P62 1.659
61 C -1.8349 -2.9939 -5.3772  N60 1.428, H73 1.090, H74 1.105, H75 1.093
62 P -2.5531 -0.8196 -6.9345  N60 1.659, O63 1.463, N64 1.666, N67 1.640
63 O -2.4324 0.6175 -6.6859  P62 1.463
64 N -1.8010 -1.3884 -8.3077  P62 1.666, C65 1.464, C66 1.459
65 C -2.4405 -1.0750 -9.5866  N64 1.464, H76 1.095, H77 1.090, H78 1.090
66 C -0.3517 -1.2298 -8.3539  N64 1.459, H79 1.084, H80 1.095, H81 1.101
67 N -4.0874 -1.3781 -7.0860  P62 1.640, C68 1.451, C69 1.458
68 C -4.4092 -2.7471 -7.4416  N67 1.451, H82 1.089, H83 1.098, H84 1.090
69 C -5.1354 -0.6391 -6.3920  N67 1.458, H85 1.086, H86 1.097, H87 1.091
70 H -1.5479 -0.4639 -3.9169  C59 1.097
71 H -0.5610 0.0899 -5.2376  C59 1.090
72 H -0.1107 -1.3909 -4.4512  C59 1.094
73 H -2.2308 -3.6316 -6.1674  C61 1.090
74 H -2.5467 -3.1892 -4.5552  C61 1.105
75 H -0.8629 -3.4095 -5.0990  C61 1.093
76 H -2.5113 0.0008 -9.7765  C65 1.095
77 H -1.9029 -1.5774 -10.3910  C65 1.090
78 H -3.4534 -1.4766 -9.5899  C65 1.090
79 H 0.1379 -1.5128 -7.4292  C66 1.084
80 H 0.0185 -1.8316 -9.1906  C66 1.095
81 H -0.0780 -0.2063 -8.6537  C66 1.101
82 H -3.5423 -3.2515 -7.8647  C68 1.089
83 H -4.6480 -3.3450 -6.5518  C68 1.098
84 H -5.2292 -2.7574 -8.1601  C68 1.090
85 H -5.0778 0.4328 -6.5573  C69 1.086
86 H -5.0885 -0.8264 -5.3120  C69 1.097
87 H -6.1036 -0.9891 -6.7529  C69 1.091
88 C 0.5887 -0.1541 0.1812  N89 1.465, H99 1.100, H100 1.086, H101 1.086
89 N 1.7510 -0.2904 -0.7006  C88 1.465, C90 1.458, P91 1.668
90 C 2.6669 0.8434 -0.6590  N89 1.458, H102 1.088, H103 1.095, H104 1.095
91 P 2.5143 -1.7669 -0.8367  N89 1.668, O92 1.468, N93 1.657, N96 1.672
92 O 3.5681 -2.0133 0.1550  P91 1.468
93 N 1.3145 -2.9102 -0.8239  P91 1.657, C94 1.440, C95 1.466
94 C 0.2042 -2.9168 -1.7405  N93 1.440, H105 1.096, H106 1.094, H107 1.087
95 C 1.0901 -3.5904 0.4556  N93 1.466, H108 1.085, H109 1.096, H110 1.095
96 N 3.1397 -1.7657 -2.3876  P91 1.672, C97 1.456, C98 1.452
97 C 2.5738 -0.9153 -3.4247  N96 1.456, H111 1.096, H112 1.085, H113 1.097
98 C 4.5290 -2.1318 -2.5953  N96 1.452, H114 1.092, H115 1.095, H116 1.090
99 H 0.8406 -0.4756 1.2024  C88 1.100
100 H -0.2344 -0.7816 -0.1466  C88 1.086
101 H 0.2857 0.8879 0.2320  C88 1.086
102 H 3.1696 0.9492 -1.6178  C90 1.088
103 H 3.3544 0.8397 0.1931  C90 1.095
104 H 2.0835 1.7573 -0.5063  C90 1.095
105 H -0.5037 -2.0974 -1.5691  C94 1.096
106 H 0.5574 -2.7565 -2.7637  C94 1.094
107 H -0.2696 -3.8953 -1.7127  C94 1.087
108 H 2.0467 -3.8791 0.8772  C95 1.085
109 H 0.4679 -3.0190 1.1544  C95 1.096
110 H 0.5175 -4.5026 0.2600  C95 1.095
111 H 2.6920 -1.4297 -4.3853  C97 1.096
112 H 1.5085 -0.7857 -3.2649  C97 1.085
113 H 3.0698 0.0611 -3.4956  C97 1.097
114 H 5.2513 -1.3937 -2.2409  C98 1.092
115 H 4.6929 -2.3073 -3.6639  C98 1.095
116 H 4.7240 -3.1101 -2.1558  C98 1.090
117 Cl -0.6001 4.4407 -5.2030  C118 1.814
118 C 0.6478 3.1443 -4.9754  Cl117 1.814, C119 1.499, H121 1.088, H122 1.082
119 C 1.0829 3.0722 -3.5425  C118 1.499, Cl120 1.771, H123 1.091, H124 1.095
120 Cl -0.2361 2.7522 -2.4054  C119 1.771
121 H 1.4842 3.5673 -5.5274  C118 1.088
122 H 0.1744 2.2519 -5.3637  C118 1.082
123 H 1.6230 3.9723 -3.2450  C119 1.091
124 H 1.8548 2.3106 -3.3883  C119 1.095
125 Cl -2.8906 5.3728 -1.8085  C126 1.780
126 C -3.3696 3.8329 -1.0562  Cl125 1.780, C127 1.511, H129 1.089, H130 1.092
127 C -3.7142 2.7674 -2.0710  C126 1.511, Cl128 1.789, H131 1.087, H132 1.084
128 Cl -5.3710 2.9926 -2.7063  C127 1.789
129 H -4.1852 4.0271 -0.3608  C126 1.089
130 H -2.5472 3.5230 -0.4087  C126 1.092
131 H -3.7321 1.8237 -1.5310  C127 1.087
132 H -3.0443 2.8097 -2.9218  C127 1.084

The calculation puts the energy above the lowest of the compared OMol25 structures with the same formula, charge and spin at 0.000 eV. As for the HOMO energy: -8.02 eV. The SMILES is CN(C)P(=O)(N(C)C)N(C)C.CN(C)P(=O)(N(C)C)N(C)C.CN(C)P(=O)(N(C)C)N(C)C.CN(C)P(=O)(N(C)C)N(C)C.ClCCCl.ClCCCl. The HOMO-LUMO gap comes out at 8.41 eV. Its spin multiplicity is 1. The value obtained for the largest force on an atom is 1.4 eV/A. The calculation puts the total energy at -143656.5577 eV. As for the charge: 0.